{"formula": "C21H32N3O13", "method": "ωB97M-V/def2-TZVPD", "elements": ["O", "H", "C", "O", "N", "H", "C", "O", "C", "C", "C", "H", "O", "H", "C", "H", "H", "C", "O", "H", "H", "C", "H", "O", "H", "C", "O", "O", "H", "C", "H", "H", "N", "H", "H", "H", "H", "H", "O", "O", "H", "C", "H", "O", "H", "C", "C", "O", "C", "H", "H", "H", "C", "O", "N", "H", "C", "C", "H", "C", "H", "C", "C", "H", "C", "H", "H", "H", "H"], "coordinates": [[1.2952, 1.6087, -5.5647], [-2.6158, 3.7777, 1.9803], [1.9392, -1.4963, 3.6683], [4.7202, 1.8847, 2.6343], [1.8162, 0.5787, -5.1407], [2.4492, -2.5193, 3.6043], [2.4392, 2.2657, 2.9343], [-0.6778, -3.5693, -2.7467], [0.5832, -1.6793, 3.2303], [-2.1968, 2.9107, 1.4423], [2.6962, 1.7287, 5.9413], [2.2782, 2.3227, 1.7953], [-1.0248, 3.2537, -3.2837], [0.0092, -1.0193, -0.4797], [-1.4218, -3.8373, -3.6967], [-2.3698, 0.7887, -0.5807], [-0.0398, -2.8663, -5.3887], [1.3482, 2.3637, 3.8943], [-1.8388, 1.5117, -2.4097], [0.0442, -2.9353, 1.9573], [-4.4648, 1.8227, 2.2453], [0.5142, -0.9583, -1.5157], [-2.0488, 2.5017, 2.2503], [-3.6168, -5.2853, -7.0267], [-5.2568, 1.5317, 0.7053], [3.5782, 1.4387, -0.7697], [0.5382, -2.1763, 1.8473], [-0.2988, 2.5867, -1.4177], [0.5112, 2.8517, 3.4103], [-1.8788, -4.0643, -6.2577], [-3.3498, 2.8847, -0.4097], [4.2952, 0.5967, -1.2097], [-1.1688, 2.5007, -2.2997], [-3.0668, -4.5703, -2.5467], [2.1042, 0.3187, -2.5827], [0.0912, -2.5133, 3.9323], [1.9082, -1.0763, 4.6273], [-0.0758, -1.1673, -2.3187], [0.4762, 2.4977, 6.1613], [2.6862, 0.6697, -4.1917], [0.2442, 0.4537, 2.6783], [3.7572, 1.8217, 3.4453], [1.2882, -1.5743, -1.4707], [1.0932, -0.5223, -5.0407], [2.3082, -0.9843, 2.9393], [1.4122, 2.2557, 5.4153], [-3.3448, 2.2727, 0.5753], [2.2542, -0.0293, 0.4913], [-0.4558, -0.4433, 3.1243], [3.3262, 2.2777, -1.5647], [-4.4818, -5.5853, -4.4647], [-4.9968, 3.1547, 1.4503], [3.9412, 1.5197, 5.0103], [-2.9968, 0.9287, 0.1603], [1.4252, 0.2437, -1.7627], [4.0332, 1.8947, 0.0143], [-2.6698, -4.5583, -3.4937], [2.3512, 0.5417, -0.6607], [-1.6798, -3.7213, -7.2947], [-3.1538, -4.8433, -6.0247], [2.5092, 1.1437, 6.9723], [-3.6118, -5.1283, -4.5957], [-4.6698, 2.2367, 1.3643], [0.9032, 1.1037, -1.5287], [-1.0408, -3.5663, -5.0957], [4.7752, 1.0627, 5.4493], [-1.3428, 3.2867, 0.7383], [-0.7488, -0.1123, 4.0883], [-1.3358, -0.5953, 2.6593]], "atomic_forces_ev_per_a": [[1.530, -0.833, -1.668], [-0.274, 0.886, -1.048], [-0.640, -4.518, 2.289], [-2.117, -0.788, 2.745], [-4.759, -0.716, 5.463], [-0.563, 1.376, 0.559], [-3.477, -1.140, 3.176], [-1.247, -0.183, -1.055], [-6.088, -1.537, -0.651], [-2.079, 5.768, -9.086], [4.401, -2.864, -2.217], [0.302, 0.184, 2.176], [-1.300, 0.967, 0.569], [0.833, 0.938, -1.773], [1.742, -0.170, -0.137], [-0.436, 1.347, 0.225], [-2.949, -2.054, 1.229], [3.179, 1.355, -3.414], [-2.804, -2.402, 0.946], [-1.605, -2.602, -0.330], [0.550, -1.850, 3.755], [0.174, 2.393, 3.073], [2.761, -5.921, 7.706], [-2.145, -1.139, -1.245], [-0.163, 0.983, 1.105], [-1.722, -1.496, -7.079], [1.984, 1.801, 0.883], [0.992, 0.039, 2.964], [-0.680, -0.379, 0.551], [2.863, 2.889, 5.556], [-0.648, -0.663, 1.655], [-0.916, 2.187, 0.442], [3.653, 0.917, -4.257], [-0.533, -0.369, 2.285], [-1.514, -0.166, -1.378], [0.647, 1.560, -1.401], [0.667, 0.717, 1.375], [-1.597, 0.005, -2.174], [0.688, -0.117, -0.935], [1.581, 0.161, -1.036], [-2.258, -2.167, 0.626], [2.751, 1.218, -0.783], [2.506, -4.144, 0.249], [1.768, 1.146, -1.952], [3.217, 3.894, -3.940], [0.313, -0.281, -0.923], [2.379, 0.650, -1.501], [-0.668, 1.926, -5.124], [6.873, 1.752, 1.445], [0.987, -1.811, 1.112], [-3.524, -1.915, 1.021], [-2.174, 4.593, 0.353], [-7.782, 1.618, 1.659], [-0.596, -0.500, 1.071], [0.668, 1.650, 2.523], [0.565, 0.650, 3.008], [-5.237, -2.622, -6.125], [1.457, -2.652, 7.882], [0.024, -0.586, 0.924], [2.617, 0.467, 1.593], [1.210, 1.816, -2.174], [8.884, 5.461, 2.347], [1.904, -4.157, -5.978], [-1.330, 1.136, -1.660], [-0.441, 0.360, -6.350], [1.237, -0.503, 0.105], [-1.219, -1.116, 1.778], [0.020, 0.481, 1.367], [-2.441, -0.935, -2.393]], "relative_energy_kj_mol": 38.68, "total_charge": -1, "homo_energy_ev": -5.686}

---

{"formula": "C21H32N4O2", "method": "ωB97M-V/def2-TZVPD", "elements": ["H", "H", "N", "H", "H", "H", "C", "C", "H", "C", "N", "C", "H", "H", "H", "H", "C", "C", "H", "H", "C", "O", "H", "H", "C", "C", "C", "H", "H", "C", "N", "H", "C", "H", "C", "H", "N", "H", "H", "C", "H", "C", "H", "C", "H", "C", "H", "C", "H", "H", "C", "H", "H", "O", "H", "H", "C", "H", "C"], "coordinates": [[-0.2403, 3.6860, 0.3243], [7.7050, 2.0587, 1.0070], [-4.1631, -1.4713, 0.5049], [-4.1111, -3.4876, 0.9860], [0.2744, 1.5784, 1.6972], [-4.8499, 1.0995, -0.2388], [-3.4881, 3.3161, 0.0513], [-3.4142, -2.6500, 0.9177], [-6.3286, -1.8578, -1.0725], [1.2746, -0.8878, -0.3981], [-1.6253, 2.1182, -0.0316], [6.6444, 0.2718, 0.4289], [-3.8051, 0.1990, 1.7900], [8.1598, -0.2786, -1.0158], [7.6801, -1.5888, 0.0726], [-2.4206, -0.4001, 0.8540], [-3.4958, -0.2198, 0.8204], [-2.3996, 4.1795, 0.2753], [6.0001, 2.3228, 0.6297], [-4.5247, 3.5898, 0.0337], [6.8939, 1.7753, 0.3424], [-3.5792, 0.1804, -1.5554], [-3.8226, -0.7504, -1.4188], [2.0049, -0.1732, 1.4778], [-6.4009, -2.3026, -0.0834], [-0.6503, 0.2670, -1.2796], [2.3678, -1.9154, -0.5353], [2.5478, -2.4108, 0.4218], [3.6181, -0.7824, -1.7755], [7.8808, -0.5222, 0.0084], [3.6289, -1.3000, -0.9097], [-5.9362, -0.4785, 0.9353], [0.3166, -0.7164, -1.3886], [6.3637, -0.0021, 1.4507], [-1.2726, 3.4115, 0.2273], [-7.4430, -2.3018, 0.2259], [5.5020, -0.0808, -0.3912], [-1.5995, -2.2008, -0.1876], [8.7176, -0.2866, 0.6600], [-5.5618, -1.5037, 0.9095], [-1.3991, 0.3934, -2.0451], [-3.7898, 0.7981, -0.3036], [-2.9640, -2.5102, 1.9138], [-0.6737, 1.0918, -0.1610], [2.1069, -2.6618, -1.2910], [0.2934, 0.9349, 0.8300], [-2.4455, 5.2358, 0.4514], [-2.3288, -3.0014, -0.0951], [7.1641, 2.0576, -0.6737], [5.6014, 0.0629, -1.3838], [1.2565, -0.0472, 0.7099], [-6.0603, -3.3331, -0.1446], [0.3251, -1.3580, -2.2586], [4.4232, -1.2579, 1.2226], [-1.8089, -3.9029, 0.2191], [-5.6756, -1.9239, 1.9218], [-2.9907, 2.0513, -0.1433], [-2.7740, -3.1763, -1.0714], [4.5113, -0.8998, 0.0658]], "atomic_forces_ev_per_a": [[0.176, -0.005, -0.015], [0.132, 0.086, 0.036], [0.002, 0.008, 0.105], [0.006, 0.027, 0.071], [-0.037, 0.052, 0.085], [0.221, 0.035, 0.088], [-0.017, -0.241, -0.104], [0.193, -0.131, -0.206], [-0.002, 0.036, -0.108], [-0.035, -0.110, -0.046], [-0.106, 0.205, 0.052], [0.162, 0.104, 0.102], [0.041, -0.034, -0.039], [0.059, 0.024, -0.118], [0.023, -0.103, -0.010], [-0.045, 0.007, 0.039], [-0.102, 0.143, -0.236], [0.151, 0.079, 0.109], [-0.062, 0.075, 0.016], [-0.230, -0.038, -0.017], [-0.105, -0.269, 0.160], [0.041, 0.009, -0.338], [-0.054, -0.019, 0.105], [0.095, -0.014, 0.110], [0.072, 0.169, 0.277], [-0.074, 0.233, 0.008], [0.044, -0.009, 0.076], [-0.070, -0.043, -0.180], [0.044, 0.023, 0.107], [-0.276, 0.043, 0.203], [-0.067, -0.154, -0.242], [0.016, -0.019, 0.070], [0.130, 0.003, 0.171], [0.060, 0.062, -0.173], [0.150, 0.472, 0.052], [-0.150, -0.072, -0.008], [0.119, 0.171, -0.105], [0.079, 0.057, -0.025], [0.156, 0.016, 0.037], [-0.172, -0.118, -0.197], [-0.009, 0.035, -0.020], [-0.093, -0.027, 0.398], [-0.113, -0.031, -0.017], [0.563, -0.540, -0.154], [-0.024, 0.026, 0.131], [-0.170, 0.034, -0.064], [0.064, 0.189, 0.028], [-0.152, 0.010, 0.315], [0.052, 0.072, -0.123], [-0.073, -0.072, 0.030], [-0.012, -0.028, -0.055], [0.008, -0.130, -0.028], [-0.005, -0.081, -0.096], [-0.093, -0.148, 0.524], [0.129, -0.109, -0.003], [0.032, 0.114, -0.022], [-0.712, -0.131, -0.113], [-0.041, -0.026, -0.124], [0.080, 0.082, -0.519]], "smiles": "CCN(CC)C[C@H](O)c1cccn1-c1ccc(CNC(=O)NC(C)C)cc1", "relative_energy_kj_mol": 92.21, "homo_energy_ev": -8.136}

---

{"formula": "C21H32N4O3", "method": "ωB97M-V/def2-TZVPD", "elements": ["H", "H", "C", "C", "H", "O", "H", "C", "H", "H", "H", "C", "H", "H", "O", "C", "H", "H", "H", "H", "C", "H", "C", "H", "C", "H", "H", "H", "H", "C", "C", "H", "C", "C", "H", "C", "N", "N", "C", "H", "N", "C", "H", "H", "H", "N", "O", "H", "C", "H", "H", "C", "H", "H", "H", "C", "C", "C", "H", "C"], "coordinates": [[-0.3667, 1.1400, 1.8083], [-2.5701, -4.1812, 2.5889], [-2.8814, -3.1905, 2.8865], [-4.5687, -1.3149, 2.2115], [0.5599, 1.3322, -2.7298], [-0.1224, -3.2973, 1.7234], [-1.6693, -1.2123, 4.3534], [-0.2755, 2.2700, 0.0034], [-3.2770, -3.1138, 3.8913], [0.2576, -1.1009, -1.3295], [1.9780, 2.8060, -4.1786], [1.0333, 2.1502, -0.1673], [3.4201, 2.0131, -3.5743], [-3.4925, -2.6429, 0.8404], [-2.6297, 0.9479, -0.3087], [3.5312, -0.7508, 0.9022], [-1.5084, -0.9648, 0.1142], [-0.6490, -0.6082, 3.0827], [-3.3954, 0.3425, 3.8943], [-5.5223, -1.7195, 1.8644], [-1.6824, -0.8746, 3.3150], [2.8654, 0.3846, -6.9214], [-0.9262, -2.4198, 1.4717], [0.5602, -2.7541, -0.7771], [-2.5426, 0.4042, 3.2204], [1.6236, 1.6683, 0.6088], [5.2969, -0.0055, -0.0010], [2.6119, -0.1628, -4.4939], [-4.4771, 0.0234, 0.5143], [0.3841, -1.7290, -0.4478], [-4.3870, 0.0677, 1.5964], [1.1702, 0.6261, -5.0989], [2.9689, 1.1575, -6.1590], [2.3590, 1.8511, -3.7976], [1.3419, 3.4924, -1.8054], [1.6234, 1.4857, -2.5173], [-3.0765, 0.6460, 1.8885], [-0.7994, -1.6360, 0.3648], [-1.0069, 1.8075, 1.2273], [2.0076, 0.5312, -2.1395], [2.8323, -1.2925, -0.1577], [5.0022, -0.5545, 0.8928], [2.5847, 2.0912, -6.5755], [-0.8806, 2.7327, -0.7707], [5.5024, -1.5226, 0.8732], [2.7901, -0.4315, 1.9193], [1.4987, -0.7803, 1.5028], [2.8088, 2.7305, -1.2152], [1.7511, 2.5509, -1.4258], [5.3137, -0.0108, 1.7808], [-5.1635, 0.7414, 1.9746], [1.6161, -1.2802, 0.2773], [-1.2571, 2.6523, 1.8794], [4.0351, 1.2965, -5.9673], [-1.9550, 1.2594, 3.5541], [2.2305, 0.7878, -4.8799], [-3.4554, -2.2626, 1.8556], [-2.3075, 1.1053, 0.8642], [-4.6537, -1.2412, 3.2983], [-2.0596, -2.0404, 2.3943]], "atomic_forces_ev_per_a": [[-0.019, 0.008, 0.016], [0.002, -0.028, 0.008], [-0.006, -0.011, -0.014], [-0.031, -0.010, 0.023], [0.007, 0.009, -0.004], [-0.047, -0.036, -0.030], [-0.014, 0.010, 0.000], [-0.018, 0.125, 0.046], [-0.014, -0.001, 0.021], [0.014, 0.002, 0.005], [0.005, -0.010, 0.004], [0.044, -0.185, -0.040], [-0.012, -0.002, -0.001], [-0.014, -0.012, -0.024], [-0.042, 0.104, -0.011], [-0.129, -0.078, -0.085], [-0.020, 0.023, 0.011], [0.000, -0.010, 0.026], [0.007, 0.032, 0.043], [-0.003, 0.004, 0.019], [0.047, 0.024, -0.002], [0.001, 0.003, 0.000], [0.072, 0.124, 0.039], [-0.010, -0.005, -0.015], [-0.041, 0.007, -0.024], [0.012, -0.002, 0.015], [0.004, 0.003, 0.016], [-0.003, 0.006, -0.003], [-0.021, -0.003, -0.018], [0.007, -0.029, 0.001], [-0.024, 0.025, 0.007], [0.007, 0.000, -0.001], [0.008, 0.003, -0.016], [0.018, 0.026, -0.006], [0.000, -0.012, 0.014], [0.048, -0.066, 0.036], [0.052, -0.015, 0.029], [0.008, -0.037, -0.016], [-0.022, 0.033, -0.002], [0.015, 0.010, 0.006], [0.065, 0.019, 0.016], [-0.002, -0.032, 0.002], [0.001, -0.004, -0.001], [0.008, 0.000, 0.014], [0.008, 0.004, -0.022], [-0.091, 0.044, -0.101], [0.010, 0.027, 0.069], [-0.006, -0.001, 0.002], [-0.072, 0.103, -0.031], [0.006, 0.011, -0.001], [0.005, -0.011, -0.026], [0.111, 0.114, 0.069], [0.015, 0.007, -0.021], [-0.003, -0.001, -0.002], [-0.007, -0.014, -0.015], [-0.013, -0.024, -0.002], [0.019, 0.018, -0.033], [0.103, -0.243, -0.005], [0.004, -0.007, 0.004], [-0.049, -0.042, 0.008]], "smiles": "CCCCC/C=C/CC(=O)N1CC[C@@H]2C[C@]2(C(=O)NCc2nc(C)no2)CC1", "relative_energy_kj_mol": 305.86, "homo_energy_ev": -9.293}

---

{"formula": "C21H32N4O3", "method": "ωB97M-V/def2-TZVPD", "elements": ["H", "N", "C", "H", "H", "H", "H", "O", "C", "H", "H", "H", "H", "C", "O", "C", "C", "C", "H", "O", "C", "H", "H", "N", "C", "H", "H", "C", "C", "C", "H", "H", "H", "H", "N", "H", "H", "H", "H", "C", "C", "C", "C", "H", "N", "H", "H", "H", "C", "H", "H", "H", "C", "C", "H", "H", "C", "H", "C", "C"], "coordinates": [[1.6202, -2.0325, -1.0509], [-1.0311, -0.6381, -2.9743], [-4.9081, 0.6328, 1.1183], [-2.3873, 2.7480, 0.0160], [-6.9726, 2.8690, -0.9594], [4.0508, -3.6442, -0.0731], [-0.0839, 0.6899, 2.1496], [-3.6552, 2.7621, -2.8667], [0.0969, -0.2852, 0.3030], [-4.2148, 0.4012, -0.9105], [-2.4963, -0.1484, 0.4328], [-5.1662, 2.4621, 3.3892], [-3.9140, 3.4491, 2.6376], [-4.8137, 2.4390, -0.7826], [-1.9907, 2.3593, 2.2845], [-4.9895, 0.9678, -0.3883], [-3.6010, 2.6628, -1.6564], [1.1922, -0.9909, -3.9241], [-4.5624, -0.3923, 1.2423], [-1.6693, 0.4407, -2.3537], [-4.7010, 2.7266, 2.4339], [1.8430, 0.4438, -0.6530], [2.0476, 0.1369, 1.0667], [-2.4126, 2.6883, -0.9894], [0.1496, -0.1737, -3.2530], [-5.9052, 3.9584, -1.9642], [-0.3707, 3.0464, -1.0424], [-0.5930, 0.2069, 1.3227], [2.1637, -1.6237, -0.1910], [5.7119, -2.8812, -1.2143], [5.9047, -2.2018, -2.0472], [4.1987, -1.1835, 0.3532], [1.4756, -0.5274, -4.8686], [-1.2379, 3.4764, -2.5227], [-4.0573, 1.5408, 1.8683], [-0.4449, -0.7675, -0.5087], [6.1027, -3.8621, -1.4869], [3.6741, -3.3306, -1.7525], [-5.9379, 0.5924, -0.7776], [-5.9918, 3.3045, -1.1080], [-5.7457, 3.3176, 1.4936], [-5.1840, 3.5922, 0.1243], [-2.0887, 0.1341, 1.4053], [0.8204, -1.9953, -4.1108], [0.3498, 1.1306, -2.8627], [-4.5176, 4.4476, 0.0727], [-6.1237, 4.2422, 1.9357], [-2.3996, -0.6423, 2.1147], [1.5864, -0.2520, 0.1548], [-6.6085, 2.6527, 1.4083], [-5.8969, 0.6683, 1.5744], [1.9824, -2.3163, 0.6371], [4.2245, -2.9385, -0.8911], [-1.1716, 2.7446, -1.7151], [3.8256, -0.8699, -1.3275], [2.0833, -1.0418, -3.2976], [-2.7002, 1.4427, 1.8866], [6.2836, -2.5207, -0.3567], [3.6517, -1.5795, -0.5096], [-0.7864, 1.4321, -2.3258]], "atomic_forces_ev_per_a": [[-0.001, 0.000, 0.002], [-0.003, 0.000, 0.002], [0.001, -0.002, 0.000], [-0.002, 0.000, 0.000], [0.001, -0.002, -0.003], [0.000, 0.000, 0.000], [-0.001, 0.001, 0.000], [-0.001, 0.003, 0.001], [-0.002, 0.010, 0.002], [0.000, 0.000, -0.001], [-0.001, 0.000, 0.003], [0.000, 0.000, -0.001], [0.002, -0.001, 0.000], [0.013, 0.004, -0.018], [0.001, -0.001, 0.002], [-0.004, 0.004, 0.005], [0.002, -0.010, 0.002], [-0.002, 0.008, -0.007], [-0.001, 0.001, 0.002], [0.000, 0.000, 0.002], [0.000, 0.001, 0.003], [0.003, -0.001, 0.002], [0.000, -0.001, 0.001], [0.006, 0.007, 0.000], [0.001, 0.003, -0.005], [0.009, 0.002, 0.003], [-0.001, 0.000, 0.002], [0.001, -0.010, 0.003], [0.004, -0.001, 0.005], [0.000, -0.001, 0.001], [0.000, 0.000, 0.000], [0.000, 0.000, 0.000], [-0.002, -0.001, 0.000], [0.002, 0.000, 0.001], [0.006, 0.006, -0.003], [0.003, -0.001, 0.000], [0.000, 0.000, 0.000], [0.000, 0.000, 0.000], [-0.001, 0.000, 0.001], [-0.007, 0.000, 0.008], [0.005, 0.003, -0.003], [-0.020, -0.006, 0.012], [0.005, 0.002, -0.006], [0.004, -0.002, 0.001], [-0.001, -0.011, 0.000], [0.001, -0.001, -0.008], [0.000, 0.000, 0.001], [0.001, 0.000, 0.001], [-0.006, -0.001, -0.009], [0.000, 0.001, 0.002], [-0.001, -0.002, -0.003], [0.001, 0.001, 0.001], [0.002, 0.000, -0.001], [-0.006, -0.002, -0.002], [0.001, 0.000, 0.000], [-0.001, -0.001, 0.004], [-0.008, 0.000, 0.003], [0.000, 0.000, 0.000], [-0.003, -0.001, 0.000], [0.005, 0.006, -0.006]], "smiles": "CCCCC/C=C/CC(=O)N1CC[C@@H]2C[C@]2(C(=O)NCc2nc(C)no2)CC1", "relative_energy_kj_mol": 300.35, "homo_energy_ev": -9.300}